ORCA calculation (the ωB97M-V functional and the def2-TZVPD basis) on a structure of composition C40H29AsMoN4O7S2.

As for the HOMO energy (spin up / spin down): -7.08 / -7.08 eV. The calculation puts the total energy at -146604.2518 eV. The value obtained for the LUMO energy (spin up / spin down) is -2.22 / -2.21 eV. Its charge is 0. As for the frontier orbital gap (spin up / spin down): 4.9 / 4.9 eV.

Element x y z (Å)
Mo -0.098328 -0.214891 0.051036
S 2.017462 -0.046166 1.000646
C 2.932424 -1.580363 1.064879
C 4.023856 -1.670638 1.921591
C 4.818965 -2.807838 1.897766
C 4.543495 -3.848852 1.018555
C 3.457669 -3.755889 0.161331
C 2.664076 -2.618417 0.186873
As 1.050384 -2.366315 -0.795702
C 1.461077 -2.288173 -2.669834
C 2.745301 -1.953581 -3.087531
C 3.005134 -1.774536 -4.439383
C 1.985781 -1.923189 -5.368488
C 0.701522 -2.247639 -4.949856
C 0.433884 -2.425650 -3.601075
C 0.159434 -4.063846 -0.554868
C 0.093874 -4.994924 -1.584709
C -0.509870 -6.226189 -1.368473
C -1.035788 -6.534180 -0.121887
C -0.947112 -5.615184 0.914831
C -0.350418 -4.381029 0.702542
H 4.248317 -0.854580 2.595941
H 5.664444 -2.880846 2.568735
H 5.171808 -4.728877 1.005449
H 3.222747 -4.566845 -0.519248
H 3.541347 -1.836653 -2.360163
H 4.004089 -1.517649 -4.765185
H 2.190012 -1.782880 -6.421492
H -0.094697 -2.357472 -5.674047
H -0.571912 -2.662342 -3.271706
H 0.508398 -4.764009 -2.559409
H -0.564281 -6.945401 -2.174972
H -1.507579 -7.493551 0.044904
H -1.341615 -5.860079 1.892816
H -0.278281 -3.672410 1.514548
O -6.220052 7.500792 -1.025243
S -6.824145 6.240032 -1.417111
O -6.116647 5.519242 -2.457369
O -8.264234 6.243768 -1.542689
C -6.522431 5.231757 0.071066
N -7.293533 5.421875 1.153835
C -7.023303 4.674419 2.210612
C -6.002007 3.732947 2.234089
C -5.252414 3.629607 1.079327
N -5.510134 4.370966 0.009698
C -4.110537 2.695549 0.901309
C -3.496558 2.017262 1.948811
C -2.423788 1.193318 1.683876
N -1.938852 1.020681 0.448797
C -2.537623 1.661791 -0.567173
C -3.612047 2.497433 -0.386043
H -7.650465 4.826366 3.083287
H -5.830932 3.122209 3.109840
H -3.829251 2.135076 2.970530
H -1.917919 0.654680 2.474818
H -2.122756 1.499895 -1.553219
H -4.071756 3.024656 -1.211870
O -1.463881 -1.534392 1.000193
C -2.087788 -1.760810 -0.087814
O -1.615703 -1.232251 -1.143585
C -3.296262 -2.598536 -0.121133
C -3.748832 -3.194888 1.051573
C -4.866174 -4.008383 1.018395
C -5.501827 -4.205240 -0.194138
C -5.075774 -3.612795 -1.368032
C -3.958123 -2.798274 -1.327134
N -6.686279 -5.096041 -0.235415
O -7.215273 -5.269744 -1.311993
O -7.030430 -5.611180 0.808166
H -3.219396 -3.019606 1.976953
H -5.249291 -4.491011 1.904795
H -5.617905 -3.793350 -2.284135
H -3.594550 -2.312859 -2.222052
C 0.630315 4.112349 -1.351177
C 0.576383 2.918534 -2.058088
C 0.546074 1.729024 -1.340401
C 0.517802 1.750557 0.037859
C 0.602115 2.922717 0.756245
C 0.650097 4.114549 0.042298
H 0.656633 5.049945 -1.888689
H 0.580103 2.914820 -3.139564
H 0.555189 0.760042 -1.887498
H 0.580780 2.914445 1.838618
H 0.679565 5.058140 0.571158

Forces on the atoms, in the same order (eV/Å):
Mo -0.143 0.021 -0.306
S 0.046 0.013 0.240
C -0.038 0.068 0.037
C 0.074 -0.045 0.044
C -0.046 0.067 -0.004
C -0.027 0.006 -0.022
C 0.016 -0.094 -0.017
C -0.014 0.001 0.024
As -0.144 0.106 0.073
C 0.142 0.065 -0.045
C -0.019 -0.068 0.040
C -0.006 -0.005 -0.003
C -0.004 -0.006 0.014
C -0.009 -0.005 0.005
C -0.006 0.087 0.001
C -0.011 -0.011 -0.021
C -0.056 -0.005 -0.103
C -0.010 -0.014 0.033
C 0.008 0.012 -0.029
C 0.012 0.036 0.009
C 0.035 -0.107 -0.067
H 0.012 -0.001 0.014
H 0.003 0.004 0.011
H 0.001 -0.007 -0.006
H 0.017 0.007 0.018
H -0.013 0.003 -0.026
H 0.008 0.002 -0.003
H 0.001 0.002 -0.005
H -0.001 0.001 -0.009
H 0.018 0.024 -0.033
H -0.027 -0.054 0.075
H 0.000 -0.005 0.000
H -0.001 -0.002 -0.002
H 0.001 0.004 -0.008
H 0.002 0.066 0.069
O -0.020 -0.042 0.003
S 0.011 0.056 -0.063
O -0.004 0.004 0.015
O 0.009 0.000 0.029
C 0.041 -0.116 0.199
N 0.151 -0.058 -0.162
C -0.067 0.096 -0.091
C 0.039 -0.103 0.167
C -0.007 0.043 -0.084
N -0.162 0.129 -0.017
C -0.004 -0.002 -0.007
C 0.000 -0.011 0.050
C 0.071 -0.001 -0.039
N 0.145 -0.165 0.018
C -0.009 -0.025 0.045
C -0.038 0.039 0.006
H -0.008 -0.002 0.002
H 0.011 0.007 -0.004
H -0.002 0.004 -0.007
H 0.000 -0.008 -0.002
H -0.003 -0.019 0.011
H 0.007 -0.003 -0.015
O 0.037 -0.130 -0.016
C 0.070 0.009 0.016
O -0.128 0.034 0.004
C -0.053 -0.067 0.058
C -0.011 0.002 -0.034
C -0.043 -0.043 0.059
C 0.044 0.075 0.018
C -0.083 -0.028 -0.071
C 0.023 -0.005 0.000
N 0.054 -0.139 0.001
O 0.006 0.055 0.056
O 0.000 0.081 -0.066
H 0.004 -0.001 0.028
H 0.007 0.003 0.006
H 0.008 0.006 -0.003
H -0.006 -0.006 -0.010
C 0.015 -0.004 0.085
C 0.032 -0.053 -0.066
C -0.098 0.106 0.085
C 0.154 0.091 0.009
C 0.021 0.008 -0.037
C -0.013 0.019 -0.115
H 0.000 0.006 -0.004
H -0.010 0.009 -0.010
H -0.004 -0.035 -0.055
H 0.005 0.023 0.000
H -0.010 -0.001 0.008